[1]
Density functional theory data (the ωB97M-V functional and the def2-TZVPD basis) for a structure of composition C8H15NO4S.

Structure (ORCA input):
```
! RIJCOSX wB97M-V def2-TZVPD def2/J DEFGRID3
* xyz 0 1
C 2.34 -1.08 -0.13
C 0.02 -0.09 0.02
C -1.28 -0.95 -0.11
C 0.33 0.92 -1.14
C 0.19 0.60 1.39
C -2.07 -1.14 -1.42
C -2.30 -0.90 0.99
C 3.91 0.67 0.19
N 1.00 -1.26 -0.13
O 3.20 -1.88 -0.40
O -0.33 -3.34 -1.04
O -0.16 -3.02 1.38
O 2.57 0.27 0.21
S -0.22 -2.43 0.08
H 1.05 1.74 -0.80
H -0.59 1.44 -1.22
H 0.61 0.45 -2.11
H 1.25 1.12 1.44
H 0.21 -0.04 2.24
H -0.62 1.49 1.36
H -2.61 -2.07 -1.20
H -1.33 -1.20 -2.34
H -2.83 -0.31 -1.57
H -2.56 -2.00 1.25
H -3.29 -0.56 0.59
H -1.98 -0.36 1.90
H 4.03 1.40 0.91
H 4.00 1.09 -0.83
H 4.73 -0.15 0.38
*
```

As for the LUMO energy: 0.5233 eV. As for the highest occupied orbital energy: -10.23 eV. The calculation puts the energy above the lowest of the compared OMol25 structures with the same formula, charge and spin at 2.6000 eV. Its total energy is -1067.655341 Eh. Its largest force on an atom is 3.78 eV/A. The HOMO-LUMO gap comes out at 10.757 eV.

Here are the Löwdin charges for atoms 1 to 2, given in e: -0.5042, -0.4405

---

[2]
Density functional theory data (the ωB97M-V functional and the def2-TZVPD basis) for an isolated molecule of C5H7NO.

Structure (ORCA input):
```
! RIJCOSX wB97M-V def2-TZVPD def2/J DEFGRID3
* xyz 0 1
C -1.72 0.55 -0.45
C -0.54 -0.06 0.33
C 0.57 0.91 0.60
N 1.69 0.36 0.34
C 1.53 -1.12 -0.24
O 2.57 -1.72 -0.48
C 0.16 -1.23 -0.28
H -1.41 0.82 -1.47
H -2.14 1.43 0.05
H -2.51 -0.20 -0.53
H 0.47 1.93 0.96
H 2.60 0.78 0.48
H -0.92 -0.30 1.35
H -0.36 -2.14 -0.55
*
```

As for the LUMO energy: 0.1229 eV. As for the highest occupied orbital energy: -7.41 eV. The calculation puts the energy above the lowest of the compared OMol25 structures with the same formula, charge and spin at 1.6414 eV. Its total energy is -324.664148 Eh. Its largest force on an atom is 0.49 eV/A. The HOMO-LUMO gap comes out at 7.531 eV.

Here are the Löwdin charges for atoms 1 to 2, given in e: -0.0625, -0.3726

---

Repeat the second record exactly.
Density functional theory data (the ωB97M-V functional and the def2-TZVPD basis) for an isolated molecule of C5H7NO.

Structure (ORCA input):
```
! RIJCOSX wB97M-V def2-TZVPD def2/J DEFGRID3
* xyz 0 1
C -1.72 0.55 -0.45
C -0.54 -0.06 0.33
C 0.57 0.91 0.60
N 1.69 0.36 0.34
C 1.53 -1.12 -0.24
O 2.57 -1.72 -0.48
C 0.16 -1.23 -0.28
H -1.41 0.82 -1.47
H -2.14 1.43 0.05
H -2.51 -0.20 -0.53
H 0.47 1.93 0.96
H 2.60 0.78 0.48
H -0.92 -0.30 1.35
H -0.36 -2.14 -0.55
*
```

As for the LUMO energy: 0.1229 eV. As for the highest occupied orbital energy: -7.41 eV. The calculation puts the energy above the lowest of the compared OMol25 structures with the same formula, charge and spin at 1.6414 eV. Its total energy is -324.664148 Eh. Its largest force on an atom is 0.49 eV/A. The HOMO-LUMO gap comes out at 7.531 eV.

Here are the Löwdin charges for atoms 1 to 2, given in e: -0.0625, -0.3726

---

> The highest total energy belongs to which entry?

C5H7NO

---

> Which formula does entry 1 have?

C8H15NO4S